No. 1
Computed, not measured: a molecular structure, C34H36I2N9O6PtS2, with the ωB97M-V functional and the def2-TZVPD basis.

Values from the calculation:
net charge	+3

```
90
Properties=species:S:1:pos:R:3:forces:R:3:mulliken_charge:R:1
Pt -1.2314 3.5128 -0.7820 -0.08 0.00 -0.01 0.84
I 5.1132 -6.3705 0.7806 0.03 0.02 -0.01 0.47
C 6.0725 -7.8958 1.7235 0.00 -0.01 -0.01 -0.15
C 7.2674 -8.3840 1.2896 0.00 0.00 0.00 -0.62
C 7.9141 -9.4424 1.9699 -0.01 0.00 0.01 0.18
I 9.6936 -10.0421 1.1755 0.00 0.00 0.00 0.34
C 7.3727 -10.0647 3.1423 0.00 0.00 0.00 1.05
C 7.9972 -11.1124 3.8363 0.00 0.00 0.00 -0.58
C 7.3831 -11.6300 4.9540 0.00 0.00 0.00 -0.63
C 6.1630 -11.0917 5.3533 0.00 0.00 0.00 -0.25
N 5.5502 -10.0968 4.7089 0.00 0.00 0.00 -0.50
C 6.1375 -9.6040 3.6415 0.00 0.00 0.00 0.21
C 5.4064 -8.4848 2.9452 0.00 0.00 0.00 0.45
O 4.3488 -8.0753 3.3270 0.00 0.00 0.00 -0.43
H 7.7426 -7.9646 0.4139 0.00 0.00 0.00 0.40
H 8.9457 -11.5079 3.4998 0.00 0.00 0.00 0.26
H 7.8324 -12.4368 5.5149 0.00 0.00 0.00 0.42
H 5.6518 -11.4737 6.2287 0.00 0.00 0.00 0.44
C 3.1846 -4.8653 -3.6438 0.00 0.00 0.00 -1.27
C 2.3697 -3.8564 -2.8431 0.00 0.00 0.00 -0.41
S 3.3939 -3.1157 -1.5931 0.07 0.00 -0.02 1.18
O 4.4632 -2.3974 -2.2311 0.01 0.00 -0.01 -0.66
O 3.6964 -4.1199 -0.6032 -0.10 -0.01 0.04 -0.61
C 2.3427 -1.8856 -0.8022 0.01 0.00 0.02 -0.68
C 2.5033 -0.5369 -1.4940 0.00 -0.01 0.02 -1.42
N 1.7417 0.5411 -0.8329 0.01 0.02 -0.01 0.40
C 0.6083 1.0876 -1.3112 0.01 -0.01 0.01 1.34
N 0.2319 2.1080 -0.5412 -0.03 -0.06 -0.06 -0.66
C 1.1467 2.2281 0.4708 0.00 0.02 -0.01 -0.55
C 2.0796 1.2658 0.2926 0.07 0.08 -0.09 -0.06
N 3.2297 1.0274 1.1314 -0.33 -0.34 0.34 1.10
O 3.9243 0.0652 0.8697 0.13 0.12 -0.12 -0.60
O 3.3521 1.7701 2.0745 0.12 0.13 -0.12 -0.59
C -0.1094 0.6171 -2.5223 0.00 0.00 0.00 -1.50
H 2.5563 -5.3007 -4.4183 0.00 0.00 0.00 0.39
H 3.5428 -5.6688 -3.0025 0.00 0.00 0.00 0.31
H 4.0382 -4.3854 -4.1188 0.00 0.00 0.00 0.37
H 1.5294 -4.3212 -2.3258 0.00 0.00 0.00 0.41
H 2.0076 -3.0414 -3.4737 0.00 0.00 0.00 0.30
H 2.7067 -1.8411 0.2233 -0.01 -0.01 0.00 0.49
H 1.3164 -2.2557 -0.8003 0.00 0.00 -0.01 0.43
H 2.1617 -0.5708 -2.5262 0.00 0.00 0.00 0.57
H 3.5510 -0.2553 -1.5038 0.00 0.00 -0.01 0.41
H 1.0924 2.9748 1.2430 0.00 0.00 0.00 0.59
H 0.3908 0.9552 -3.4317 0.00 0.00 0.00 0.32
H -1.1198 1.0188 -2.5035 0.00 -0.01 0.01 0.23
H -0.1789 -0.4696 -2.5443 0.00 0.00 -0.01 0.43
N -2.1920 2.8292 0.8762 0.24 0.04 0.10 -0.88
C -2.6298 2.6105 1.9156 -0.16 -0.07 -0.06 0.62
C -3.2134 2.3630 3.1896 0.02 0.05 0.02 0.57
C -3.3984 1.0489 3.6287 0.00 0.00 0.00 -0.55
C -3.9710 0.8384 4.8676 0.00 0.00 -0.01 -0.60
C -4.3491 1.9235 5.6515 0.00 0.01 0.00 -0.38
C -4.1612 3.2266 5.2071 0.00 -0.01 0.00 -0.65
C -3.5908 3.4614 3.9697 -0.02 0.01 -0.02 -0.44
H -3.1018 0.2164 3.0052 0.00 0.00 0.00 0.46
H -4.1259 -0.1697 5.2255 0.00 0.00 0.00 0.41
H -4.7971 1.7496 6.6207 0.00 0.00 0.00 0.41
H -4.4596 4.0609 5.8262 0.00 0.00 0.00 0.45
H -3.4422 4.4719 3.6085 0.03 0.00 0.01 0.58
S -0.0075 4.3683 -2.5316 0.09 0.11 0.02 -0.55
C -0.9444 4.3855 -3.9917 0.00 -0.03 0.04 0.60
N -1.9496 3.5457 -4.2179 -0.02 -0.01 -0.01 -0.03
C -2.7087 3.4945 -5.4765 -0.01 0.00 0.00 -0.59
C -2.6317 4.8446 -6.1674 0.00 -0.01 0.00 -0.56
C -1.1829 5.2877 -6.2656 0.00 0.00 0.00 -0.65
N -0.5843 5.2484 -4.9257 0.00 0.00 0.00 -0.20
H -2.1093 2.8454 -3.5121 -0.02 0.01 0.01 0.06
H -3.7383 3.2310 -5.2397 0.00 0.00 0.00 0.38
H -2.2973 2.7085 -6.1125 0.00 0.00 0.00 0.37
H -3.2051 5.5867 -5.6085 0.00 0.00 0.00 0.26
H -3.0666 4.7704 -7.1622 0.00 0.00 0.00 0.37
H -1.1043 6.3079 -6.6332 0.00 0.00 0.00 0.41
H -0.6149 4.6410 -6.9371 0.00 0.00 0.00 0.29
H 0.1512 5.8979 -4.6919 0.00 0.00 0.00 0.24
N -3.9664 8.6142 2.1355 0.01 -0.03 0.01 -0.39
C -3.4957 7.3645 1.9931 -0.01 0.05 -0.05 0.42
O -3.0752 6.6780 2.9057 0.00 -0.01 0.03 -0.61
C -3.5253 6.7703 0.6040 0.00 0.00 0.00 -0.05
C -4.4653 7.0454 -0.3758 0.00 0.00 0.00 -0.26
C -4.4427 6.3040 -1.5499 0.00 0.00 0.01 -0.95
C -3.4952 5.3151 -1.7063 0.01 0.04 0.00 -0.02
N -2.5757 5.0567 -0.7619 -0.07 -0.07 -0.04 -0.18
C -2.5928 5.7767 0.3647 -0.01 -0.02 0.00 0.05
H -3.9486 9.0256 3.0559 0.00 0.00 0.00 0.26
H -4.1678 9.2123 1.3541 0.00 0.00 0.00 0.19
H -5.2317 7.7946 -0.2222 0.00 0.00 0.00 0.45
H -5.1728 6.4700 -2.3289 0.00 0.00 0.00 0.43
H -3.4640 4.7009 -2.5927 0.01 0.00 -0.01 0.47
H -1.8630 5.5407 1.1257 0.00 0.01 0.00 0.64
```
Forces are in eV/Å.

***

No. 2
Computed, not measured: a molecular structure, C34H36N8S5Y at a distorted geometry, with the ωB97M-V functional and the def2-TZVPD basis.

Values from the calculation:
net charge	+3

```
84
Properties=species:S:1:pos:R:3:forces:R:3:mulliken_charge:R:1
Y -7.9327 1.4648 18.3962 1.25 -0.65 -0.10 0.60
S -7.4180 2.4779 21.0817 0.19 -0.50 -0.38 -0.15
C -6.4558 1.3280 21.8954 0.51 0.40 2.20 -0.09
N -6.3996 1.3152 23.2357 -0.05 -0.39 -0.68 0.08
C -5.4739 0.3344 23.8442 0.58 0.45 -0.36 -0.71
C -4.1529 0.5363 23.1275 0.71 0.30 0.48 -0.84
N -4.3271 0.0897 21.7374 0.74 -0.29 0.64 0.28
C -3.3305 -0.9341 21.2388 1.22 2.24 2.00 -1.55
C -3.7644 -2.2596 21.6903 0.18 -1.06 0.34 1.10
C -2.8500 -3.1502 22.2153 1.68 -0.76 1.02 -0.46
C -3.1537 -4.4440 22.6705 -1.37 1.37 -1.05 -0.97
C -4.4740 -4.8297 22.4920 -0.53 -0.66 0.46 -0.31
C -5.4393 -3.9502 22.0209 0.91 0.77 -0.47 -1.18
C -5.0801 -2.6515 21.6168 -2.09 -0.70 -0.11 0.69
C -5.4639 0.3242 21.1874 -2.07 1.75 -1.15 0.10
S -6.0275 -0.2505 19.7001 0.25 0.25 -0.37 0.03
C -7.1419 2.1431 24.2773 -0.92 -0.34 -0.33 -1.16
C -6.3042 3.0533 25.1184 0.77 -0.98 0.92 0.36
C -6.3050 3.0302 26.5330 -0.58 -0.83 -0.99 -0.15
C -5.6060 3.9773 27.2533 -0.95 -1.07 1.31 -0.58
C -4.8993 4.9209 26.5431 1.47 0.32 2.18 -0.39
C -4.7305 4.8257 25.2002 1.09 2.10 -1.90 -0.69
C -5.4344 3.8817 24.4911 0.19 1.13 -0.96 0.08
H -5.8302 -0.6936 23.6903 -0.04 0.26 0.37 0.42
H -5.3895 0.6363 24.8800 0.09 -0.39 0.26 0.51
H -3.3100 -0.0418 23.5203 -0.44 0.01 0.24 0.53
H -3.8607 1.6128 23.1817 -0.18 -0.71 -0.22 0.40
H -2.3092 -0.5947 21.6515 -1.58 -0.70 -0.33 0.44
H -3.2314 -0.7856 20.2151 -0.20 -0.06 -2.07 0.43
H -1.8132 -2.8403 22.3595 -0.19 0.14 -0.21 0.34
H -2.4427 -5.0927 23.1256 0.53 -0.23 0.10 0.46
H -4.8357 -5.8230 22.7609 0.38 0.16 0.05 0.38
H -6.4382 -4.3212 21.9127 -0.45 0.11 0.00 0.45
H -5.8858 -1.9838 21.2157 1.03 -1.08 0.62 0.26
H -7.6062 1.4282 24.9917 -0.17 0.22 -0.91 0.42
H -7.8641 2.7844 23.7427 0.02 -0.76 0.20 0.26
H -6.8184 2.1977 27.0031 -0.21 0.27 0.27 0.36
H -5.6400 3.9089 28.3884 0.21 0.40 -1.72 0.34
H -4.2965 5.5729 27.1716 -0.18 0.45 -0.52 0.36
H -4.1147 5.6085 24.6258 -0.83 -1.43 1.10 0.28
H -5.3796 3.8993 23.4141 0.04 -0.08 -0.32 0.44
C -6.2461 1.3021 14.0562 -0.05 0.65 -2.91 -0.99
C -6.4239 1.5227 15.3876 0.42 1.10 1.88 0.36
N -7.0240 0.6344 16.1791 -0.03 0.95 1.36 0.19
C -7.3971 -0.5770 15.7337 0.05 0.13 0.80 0.87
C -7.1401 -0.9376 14.4082 -0.85 0.44 -0.44 0.54
C -6.6824 0.0909 13.5429 0.82 -0.69 0.89 -0.44
C -7.5951 -2.2244 13.9747 -1.06 -0.57 1.49 -1.00
C -8.2403 -3.0508 14.8513 0.83 0.95 -1.35 -1.02
C -8.4836 -2.7065 16.1942 -0.01 -0.11 1.15 1.01
C -9.1203 -3.6009 17.0641 -0.30 0.63 0.28 -0.65
C -9.2727 -3.2241 18.4045 0.23 -0.09 -1.46 -1.15
C -8.8816 -1.9477 18.7955 0.92 0.59 0.21 -0.46
N -8.2490 -1.0704 17.9637 -1.34 -0.31 0.87 0.40
C -8.0654 -1.4735 16.6999 0.72 0.55 -1.40 -0.12
H -5.8912 2.0995 13.3178 -0.29 -1.21 1.45 0.34
H -6.0365 2.4534 15.9093 -0.79 -1.13 -0.96 0.16
H -6.5279 -0.1550 12.5121 -0.14 0.06 -0.49 0.48
H -7.6304 -2.5398 12.9713 0.60 -0.02 -1.22 0.43
H -8.6006 -3.9866 14.4984 -0.28 -0.64 -0.23 0.45
H -9.5312 -4.4890 16.5745 0.22 -0.08 0.82 0.46
H -9.6715 -3.9107 19.1119 -0.45 -0.25 0.47 0.49
H -9.0228 -1.6557 19.8620 0.17 0.00 -1.04 0.45
N -5.4465 2.7030 18.2897 -0.27 0.41 3.14 -0.32
N -5.4232 4.1374 18.3070 -0.41 -1.98 -0.19 -0.31
C -6.5783 4.7981 18.1712 0.22 1.03 -0.62 0.86
N -6.4996 6.1179 18.2617 -1.15 0.70 0.21 -0.45
S -8.1406 4.2255 17.6974 0.53 -1.08 0.44 -0.39
H -5.1566 2.3956 19.2760 -0.89 0.50 -1.48 0.19
H -4.6665 2.3792 17.7760 0.84 -0.35 -1.35 0.37
H -4.5033 4.5487 18.3863 -0.30 0.47 0.06 0.25
H -5.6880 6.6314 18.6020 -0.40 -0.15 -0.22 0.24
H -7.4202 6.5823 18.1326 1.41 -0.03 0.22 0.22
S -10.5866 1.0690 18.4009 0.23 -0.78 -0.22 -0.44
C -11.3571 2.5223 18.7762 -0.04 0.74 1.82 0.32
N -11.5262 2.9460 20.0366 -0.22 0.15 -1.06 -0.10
C -12.3001 4.2132 20.1862 1.52 -0.94 0.49 -0.61
C -12.2276 4.8659 18.8374 -1.22 0.59 0.21 -0.41
S -12.0001 3.5829 17.6119 -0.08 -0.31 -0.56 0.01
H -11.2476 2.3836 20.8369 -0.07 0.06 -0.37 0.25
H -11.7918 4.7927 20.9497 -0.09 0.27 0.05 0.30
H -13.2854 4.0008 20.5227 -0.94 -0.29 0.15 0.34
H -11.3886 5.5178 18.7733 0.57 0.65 -0.12 0.28
H -13.1625 5.4169 18.6819 0.37 -0.03 -0.34 0.42
```
Forces are in eV/Å.

***

Going through the records in order, we get HOMO energy values of -14.96, -15.47 eV.
Going through the records in order, we get relative energy (zero: lowest compared OMol25 entry of this formula, charge and spin) values of 0.0, 49.0 kcal per mole.
Going through the records in order, we get Kohn-Sham gap values of 0.2302, 0.2596 hartree.